C6H2Br2ClNO | ωB97M-V/def2-TZVPD

```
! RIJCOSX wB97M-V def2-TZVPD def2/J DEFGRID3
* xyz 0 1
O 1.8443 0.3565 -2.2197
Cl -1.5657 -0.0283 3.3753
Br -0.9798 -0.6809 -3.2961
Br 3.3356 0.7736 0.5467
N -1.8328 -0.1753 1.6409
C 1.0063 0.2724 -1.3110
C -0.8537 -0.1219 0.7978
C -1.2510 -0.3865 -0.5528
C 0.5450 0.2376 1.0871
C -0.3219 -0.2489 -1.5781
C 1.4519 0.4372 0.0999
H -2.2675 -0.6798 -0.7314
H 0.8893 0.2442 2.1414
*
```

Lowest unoccupied orbital energy, eV: -2.154
Orbital gap, eV: 7.69
HOMO energy, eV: -9.8435

C6H2Cl2O2 | ωB97M-V/def2-TZVPD

```
! RIJCOSX wB97M-V def2-TZVPD def2/J DEFGRID3
* xyz 0 1
O 2.1813 0.1077 1.6238
O 2.4351 0.0324 -1.1382
Cl -0.0019 0.3493 -3.0939
Cl -2.6411 -0.0293 -1.5637
C 1.2204 0.0778 0.8504
C 1.3375 0.1589 -0.6164
C -0.0575 -0.1231 1.4587
C -1.1939 -0.2017 0.7369
C 0.0561 0.1837 -1.3324
C -1.1467 -0.0051 -0.6751
H -0.0462 -0.2067 2.5242
H -2.1432 -0.3439 1.2257
*
```

Energy above the lowest of the compared OMol25 structures with the same formula, charge and spin, eV: 0.000
Lowest unoccupied orbital energy, eV: -2.453
Orbital gap, eV: 7.24
HOMO energy, eV: -9.6934

C6H2N3S2 | ωB97M-V/def2-TZVPD

```
! RIJCOSX wB97M-V def2-TZVPD def2/J DEFGRID3
* xyz -1 1
C -1.0964 -2.0748 -0.0047
C -1.0213 -0.6958 -0.0125
C -1.9803 0.2895 0.0395
C -0.1624 1.3505 0.0456
C 1.5361 -0.2163 -0.0861
C 2.2624 0.8960 0.0627
N -0.9841 -3.2089 0.0198
N -1.4056 1.5903 -0.0517
N 0.1986 0.0020 0.0510
S -3.6455 0.1358 0.0017
S 1.3109 2.3576 -0.0004
H 1.7103 -1.2869 -0.2207
H 3.2776 0.8609 0.1559
*
```

Lowest unoccupied orbital energy, eV: 2.734
Orbital gap, eV: 5.85
HOMO energy, eV: -3.1164

C6H2N4OS | ωB97M-V/def2-TZVPD

```
! RIJCOSX wB97M-V def2-TZVPD def2/J DEFGRID3
* xyz 0 1
C 3.5156 -0.3277 -0.8003
C 1.7362 -0.2768 0.7403
C -3.3231 -0.1904 -0.5851
C -1.5558 1.3754 -0.1831
C 2.5905 0.3430 -0.0514
C -2.0814 0.0720 0.1047
N 4.2461 -0.8573 -1.5209
N 1.0324 -0.8271 1.4964
N -4.2848 -0.4366 -1.1723
N -1.1354 2.4167 -0.3653
O -0.1747 -1.3690 1.2806
S -0.9741 -1.3212 -0.1640
H 2.5853 1.3968 -0.0545
H -2.1768 0.0021 1.2748
*
```

Lowest unoccupied orbital energy, eV: -1.090
Orbital gap, eV: 9.23
HOMO energy, eV: -10.3149

C6H31NO10 | ωB97M-V/def2-TZVPD

```
! RIJCOSX wB97M-V def2-TZVPD def2/J DEFGRID3
* xyz 0 1
C 1.4250 0.6046 -1.4735
N 0.3487 0.3472 -0.5555
C -0.6628 -0.5677 -0.8338
C -1.5467 -0.9254 0.1319
C -0.2622 -2.1544 -4.4113
C 0.0309 -1.8858 -2.9394
C -0.7048 -1.0358 -2.2488
H 1.9107 1.5994 -1.2800
H 1.2176 0.4024 -2.4958
H 2.3517 0.0165 -1.2176
H 0.5402 0.6573 0.4221
H -2.4463 -1.4434 -0.0011
H -1.3501 -0.4744 1.0987
H -1.1503 -2.7762 -4.4079
H -0.4528 -1.2536 -4.8870
H 0.4861 -2.7859 -4.9298
H 0.6235 -2.5829 -2.2805
H -1.4600 -0.4436 -2.7950
H -2.0053 3.8135 -3.2543
H -1.6727 2.5346 -3.9692
O -1.7683 3.5004 -4.1374
H -2.9979 1.7972 2.9474
H -2.1504 2.6129 2.0036
O -2.3101 2.4700 2.9478
H 0.3616 -2.2920 3.2120
H 0.6113 -1.3413 4.3676
O 0.2849 -1.3463 3.4571
H 2.3469 1.9222 1.0848
H 1.0499 2.2780 1.9162
O 1.5839 2.5056 1.1449
H 2.2074 -3.4470 -0.3611
H 2.1106 -4.8280 0.4293
O 2.3664 -3.9077 0.4664
H 1.1524 -4.3937 3.3669
H -0.2224 -4.4568 2.7521
O 0.2882 -3.9735 3.4137
H 2.2253 -1.0808 1.1413
H 1.1289 -0.5418 2.1339
O 1.8805 -0.2820 1.5522
H -1.5900 3.1642 -0.4782
H -1.5209 1.6823 -0.4827
O -2.1987 2.3641 -0.3561
H -0.1131 0.6566 3.2730
H -0.4924 2.1382 3.7349
O 0.0371 1.5918 3.1576
H 0.0566 4.5469 0.1488
H 0.5953 3.2171 -0.0879
O -0.1433 3.7969 -0.4202
*
```

Energy above the lowest of the compared OMol25 structures with the same formula, charge and spin, eV: 3.063
Lowest unoccupied orbital energy, eV: -0.241
Orbital gap, eV: 7.23
HOMO energy, eV: -7.4746

C6H31NO8 | ωB97M-V/def2-TZVPD

```
! RIJCOSX wB97M-V def2-TZVPD def2/J DEFGRID3
* xyz 0 1
C -0.5678 -0.9846 -2.0990
N 0.4050 -0.1535 -1.3392
C 1.3682 0.6143 -2.1617
C 2.7652 0.2903 -1.6155
C -1.6242 -1.5913 -1.1597
C -3.5115 0.3802 -1.2396
C -2.5395 -0.6388 -0.4339
H -1.0757 -0.2975 -2.8512
H 0.0208 -1.7588 -2.5749
H -0.0598 0.5704 -0.7179
H 1.1862 0.4029 -3.2190
H 1.1124 1.6493 -2.1320
H 3.5145 0.9878 -2.0141
H 3.1436 -0.7102 -1.8225
H 2.8774 0.1066 -0.5455
H -1.2517 -2.2717 -0.4340
H -2.2435 -2.2178 -1.8538
H -4.5328 -0.0130 -1.1185
H -3.3913 1.3702 -0.7190
H -3.2401 0.2251 -2.2808
H -2.0485 -0.1490 0.4337
H -3.2168 -1.2699 0.2328
H -0.5945 0.8264 3.8770
H -1.9866 0.8311 3.1590
O -1.4093 0.3259 3.7161
H -0.0212 2.9198 0.9436
H -0.2837 4.2922 1.4596
O 0.1335 3.8203 0.6959
H 0.2426 -0.5217 2.3354
H 0.6146 -0.3713 0.7611
O 0.8357 -0.1274 1.6718
H 1.7814 -2.1666 1.3842
H 3.1230 -2.8499 1.2600
O 2.2359 -2.8471 0.8780
H 1.4723 3.4479 -1.4878
H 0.7882 4.6842 -1.9879
O 0.8753 3.7511 -2.1663
H 2.6995 -3.5779 -1.0033
H 2.1784 -2.5623 -1.8530
O 2.8592 -3.2420 -1.9209
H -2.4485 -2.1970 3.0695
H -1.0246 -2.1571 3.7389
O -1.6709 -2.7170 3.3051
H 1.2457 2.3210 3.8615
H 0.7662 1.4297 2.6900
O 0.4977 2.1466 3.2778
*
```

Energy above the lowest of the compared OMol25 structures with the same formula, charge and spin, eV: 3.132
Lowest unoccupied orbital energy, eV: -0.012
Orbital gap, eV: 9.19
HOMO energy, eV: -9.2016

Repeat the fourth record exactly.
C6H2N4OS | ωB97M-V/def2-TZVPD

```
! RIJCOSX wB97M-V def2-TZVPD def2/J DEFGRID3
* xyz 0 1
C 3.5156 -0.3277 -0.8003
C 1.7362 -0.2768 0.7403
C -3.3231 -0.1904 -0.5851
C -1.5558 1.3754 -0.1831
C 2.5905 0.3430 -0.0514
C -2.0814 0.0720 0.1047
N 4.2461 -0.8573 -1.5209
N 1.0324 -0.8271 1.4964
N -4.2848 -0.4366 -1.1723
N -1.1354 2.4167 -0.3653
O -0.1747 -1.3690 1.2806
S -0.9741 -1.3212 -0.1640
H 2.5853 1.3968 -0.0545
H -2.1768 0.0021 1.2748
*
```

Lowest unoccupied orbital energy, eV: -1.090
Orbital gap, eV: 9.23
HOMO energy, eV: -10.3149